Molecular formula: C2H9N2
Method: DFT, wB97M-V/def2-TZVPD

Lowest unoccupied orbital energy = -3.76 eV
Energy above the lowest of the compared OMol25 structures with the same formula, charge and spin = 214.3 kJ/mol
Net charge = +1
Spin multiplicity = 1
SMILES = NCC[NH3+]

Each line ends with the Mulliken charge.
Geometry (Å):
N: 0.24769 1.39282 0.13209  -0.523
C: -1.01711 0.69067 -0.35085  -0.444
C: -0.48979 -0.70019 0.10296  -0.484
N: 1.01009 -1.04843 0.04957  -0.453
H: 0.30803 2.17602 -0.43536  0.229
H: 1.57768 -0.69149 -0.80986  0.393
H: 0.37040 1.71610 1.10495  0.205
H: -1.24347 0.97874 -1.42341  0.351
H: -1.87108 0.64591 0.15424  0.272
H: -1.04223 -1.46174 -0.47887  0.363
H: -0.82037 -0.84724 1.14055  0.330
H: 1.37122 -2.05952 -0.01279  0.376
H: 1.59895 -0.79165 0.82677  0.383